No. 1
{"formula": "C4H8P2", "method": "ωB97M-V with the def2-TZVPD basis set", "species": ["C", "C", "C", "C", "P", "P", "H", "H", "H", "H", "H", "H", "H", "H"], "xyz": [[1.181, 0.230, 0.088], [-1.193, 0.143, -0.456], [2.653, 0.214, 0.213], [-2.478, -0.021, 0.421], [0.034, 1.445, 0.160], [0.106, -1.227, -0.163], [-1.302, 0.214, -1.483], [3.190, 0.893, -0.420], [3.070, -0.782, 0.165], [2.992, 0.599, 1.264], [-2.531, 0.884, 1.033], [-2.391, -0.852, 1.039], [-3.308, -0.169, -0.267], [-0.023, -1.570, -1.593]], "mulliken_charge": [0.4417, -0.3846, -0.9905, -1.1327, -0.2601, -0.2162, 0.6425, 0.3076, 0.3231, 0.2562, 0.3350, 0.3723, 0.2692, 0.0366], "charge": 0, "energy_ev": -22852.996, "de_lowest_kj_mol": 140.15, "homo_lumo_gap_ev": 8.714, "largest_force_ev_per_a": 4.0}

***

No. 2
{"formula": "C50H48BrN5O7S2Sn", "method": "ωB97M-V with the def2-TZVPD basis set", "species": ["Sn", "O", "C", "C", "C", "C", "C", "C", "C", "C", "C", "O", "C", "C", "C", "C", "C", "C", "C", "C", "C", "C", "C", "C", "N", "C", "C", "C", "C", "C", "C", "C", "C", "C", "C", "C", "C", "H", "H", "H", "H", "H", "H", "H", "H", "H", "H", "H", "H", "H", "H", "H", "H", "H", "H", "H", "H", "H", "H", "H", "H", "H", "H", "H", "S", "C", "N", "C", "C", "S", "H", "H", "H", "H", "H", "O", "C", "O", "C", "C", "C", "C", "C", "C", "N", "O", "O", "H", "H", "H", "H", "N", "N", "H", "H", "H", "H", "Br", "C", "C", "C", "C", "C", "C", "H", "H", "H", "H", "C", "O", "H", "H", "H", "H"], "xyz": [[0.104, 0.384, 0.384], [0.428, -1.394, 1.636], [0.204, -2.732, 1.531], [0.572, -3.214, 0.072], [-0.504, -2.949, -0.936], [-1.185, -3.998, -1.545], [-2.233, -3.723, -2.405], [-2.578, -2.406, -2.632], [-1.834, -1.395, -2.026], [-2.190, 0.035, -2.265], [-3.016, 0.637, -1.050], [-2.329, 0.491, 0.115], [-4.365, -0.139, -0.996], [-4.445, -1.237, -0.140], [-5.597, -2.011, -0.074], [-6.699, -1.700, -0.866], [-6.636, -0.603, -1.716], [-5.479, 0.170, -1.778], [-3.298, 2.129, -1.352], [-3.426, 2.679, -2.626], [-3.650, 4.043, -2.803], [-3.760, 4.884, -1.706], [-3.638, 4.345, -0.428], [-3.406, 2.987, -0.260], [-0.804, -1.669, -1.209], [1.190, -3.484, 2.479], [2.246, -2.749, 3.011], [3.180, -3.341, 3.854], [3.074, -4.685, 4.188], [2.029, -5.432, 3.656], [1.102, -4.837, 2.807], [-1.249, -3.089, 1.936], [-1.889, -4.287, 1.612], [-3.178, -4.561, 2.059], [-3.861, -3.631, 2.834], [-3.244, -2.425, 3.142], [-1.955, -2.158, 2.697], [1.458, -2.620, -0.168], [0.839, -4.273, 0.060], [-0.888, -5.020, -1.342], [-2.776, -4.528, -2.888], [-3.407, -2.142, -3.279], [-1.288, 0.646, -2.338], [-2.774, 0.105, -3.185], [-3.584, -1.458, 0.485], [-5.630, -2.856, 0.605], [-7.603, -2.298, -0.814], [-7.492, -0.339, -2.327], [-5.451, 1.031, -2.438], [-3.339, 2.056, -3.509], [-3.717, 4.450, -3.808], [-3.926, 5.947, -1.843], [-3.703, 4.990, 0.441], [-3.268, 2.561, 0.726], [2.309, -1.703, 2.739], [3.998, -2.746, 4.247], [3.793, -5.146, 4.857], [1.932, -6.485, 3.903], [0.299, -5.448, 2.411], [-1.393, -5.024, 0.991], [-3.650, -5.500, 1.789], [-4.863, -3.846, 3.188], [-3.771, -1.674, 3.721], [-1.474, -1.216, 2.929], [0.791, -0.627, -4.014], [1.928, -1.160, -5.046], [1.721, -1.560, -6.336], [2.776, -2.363, -6.931], [4.064, -1.784, -6.370], [3.641, -1.318, -4.663], [0.756, -1.732, -6.576], [2.741, -2.285, -8.017], [2.683, -3.418, -6.653], [4.371, -0.894, -6.915], [4.876, -2.508, -6.355], [1.216, 4.214, -0.223], [1.338, 3.882, 0.983], [0.886, 2.872, 1.557], [2.167, 4.839, 1.854], [2.647, 6.027, 1.322], [3.402, 6.902, 2.098], [3.684, 6.592, 3.417], [3.199, 5.403, 3.935], [2.449, 4.522, 3.174], [3.491, 5.078, 5.344], [2.972, 4.104, 5.824], [4.240, 5.808, 5.957], [2.417, 6.240, 0.286], [3.775, 7.825, 1.674], [4.265, 7.248, 4.048], [2.085, 3.590, 3.586], [-1.459, 2.263, 4.513], [-1.343, 1.226, 3.532], [-1.050, 3.123, 4.163], [-0.903, 1.979, 5.304], [-0.507, 1.371, 2.977], [-2.118, 1.312, 2.888], [7.047, -1.334, 0.446], [5.208, -0.805, 0.240], [4.548, -1.111, -0.935], [3.213, -0.716, -1.067], [2.514, -0.040, -0.060], [3.242, 0.237, 1.105], [4.581, -0.127, 1.272], [5.060, -1.648, -1.728], [2.706, -0.958, -2.002], [2.748, 0.758, 1.932], [5.119, 0.102, 2.186], [0.204, 3.082, -3.124], [0.072, 2.420, -1.882], [1.245, 3.361, -3.330], [-0.413, 3.986, -3.171], [-0.127, 2.401, -3.912], [0.445, 3.008, -1.193]], "mulliken_charge": [2.3140, -0.4901, 1.9898, -1.5502, 0.2057, -0.7386, -1.2425, -0.8220, -0.7168, -0.0841, 3.0461, -0.9699, -0.8791, 0.3050, -0.5647, -0.6617, -0.8645, -0.3304, -0.5038, 0.5153, -1.0619, -0.4676, -0.7532, -0.4836, 1.7035, -0.3840, -0.0216, -1.0108, -0.4524, -0.9713, -0.1734, 0.3570, 0.1719, -1.2487, -0.6494, -0.7084, -0.8514, -0.1564, 0.6309, 0.4462, 0.4072, 0.5047, -0.7168, 0.6876, 0.0086, 0.3278, 0.3821, 0.3878, 0.3659, 0.2886, 0.3710, 0.3704, 0.3813, 0.2676, 0.2057, 0.4158, 0.3568, 0.3943, 0.3001, 0.4538, 0.3350, 0.4136, 0.3900, 0.8298, -0.1984, 0.0046, -0.2649, -0.5766, -0.5221, 0.0012, 0.2643, 0.3237, 0.2676, 0.2899, 0.3657, -1.0340, -0.0093, -0.3844, 0.1515, -0.4529, -0.5090, -0.4543, -0.0185, -0.4264, 1.0661, -0.6130, -0.6663, 0.4795, 0.3706, 0.4636, 0.6623, -0.8165, -0.1682, 0.3228, 0.2476, 0.0253, 0.2555, -0.3117, 0.0428, -0.3375, 0.7189, -0.1580, -0.4192, -0.6079, 0.3629, -0.8312, 0.3833, 0.4383, -0.9926, 0.3198, 0.2537, 0.2515, 0.2511, 0.1874], "charge": -2, "energy_ev": -171955.664, "homo_lumo_gap_ev": 4.430, "largest_force_ev_per_a": 0.8}